# 1
Molecular formula: C10H19BBrClF2KNO7S
Method: DFT, ωB97M-V with the def2-TZVPD basis set

Last column: Mulliken charge in e.
CARTESIAN COORDINATES (ANGSTROEM)
Br -6.367 2.508 1.208  -0.114
K -2.392 6.467 2.800  0.911
Cl 2.568 -3.380 2.690  -0.387
S -1.991 3.282 0.273  0.607
F 3.649 -2.983 -2.496  -0.357
F 4.261 -0.765 -2.920  -0.351
O 2.192 -1.230 -1.837  -0.255
O -2.030 4.837 -0.468  -0.214
O 2.019 -4.227 -0.681  -0.363
O -1.283 5.215 1.558  -0.776
O 2.453 -1.732 -4.128  -0.471
O 0.023 -0.655 -1.928  -0.675
O 0.344 -1.273 -4.744  -0.616
N -1.529 5.789 0.470  0.073
C -3.861 1.012 1.995  -0.897
C 1.041 -1.035 -2.470  0.834
C 1.374 0.765 0.604  -0.925
C 2.541 -4.201 0.638  0.078
C -4.396 2.399 1.343  -0.083
C -0.604 2.274 -0.499  -0.534
C 1.203 -1.348 -3.898  0.262
C 3.028 -5.588 1.031  -1.115
C 0.519 2.125 0.645  -0.225
C -3.645 2.529 -0.088  -0.703
B 3.173 -1.687 -2.842  0.559
H -3.626 0.285 1.156  0.276
H -4.294 3.228 -0.724  0.459
H 0.840 -0.131 0.165  0.161
H 1.596 0.493 1.701  0.309
H 3.437 -5.589 2.039  0.406
H -4.655 0.629 2.705  0.380
H 3.360 -3.487 0.658  0.340
H 1.257 2.998 0.536  0.207
H 2.209 -6.313 0.985  0.343
H -0.158 2.963 -1.302  0.352
H -4.071 3.220 2.071  0.215
H 1.284 -4.857 -0.694  0.273
H -2.879 1.290 2.520  0.244
H 2.405 0.889 0.123  0.267
H 0.060 2.223 1.685  0.283
H -0.987 1.299 -0.937  0.407
H 1.735 -3.837 1.339  0.078
H -3.603 1.527 -0.622  0.450
H 3.799 -5.931 0.337  0.283

Summary:
- E_tot: -142329.6618 eV
- HOMO: -0.2001 hartree

# 2
Molecular formula: C10H19BO4
Method: DFT, ωB97M-V with the def2-TZVPD basis set

Last column: natural (NBO) charge in e.
CARTESIAN COORDINATES (ANGSTROEM)
O -1.967 -2.116 0.441  -0.676
O 0.489 1.189 0.712  -0.710
O 0.090 -0.437 -0.780  -0.720
O -4.798 -0.387 -0.842  -0.711
C 2.624 1.772 -0.485  -0.671
C -2.027 0.771 0.027  -0.351
C 1.703 -1.905 0.249  -0.648
C 2.145 -0.677 -1.869  -0.652
C -3.090 1.397 -0.361  -0.258
C 1.809 0.743 0.391  0.279
C 1.478 -0.577 -0.513  0.243
C -2.324 -1.123 1.263  0.043
C -4.486 0.875 -0.073  -0.115
C 2.571 0.541 1.679  -0.641
B -0.509 0.531 -0.070  1.035
H -5.281 1.574 -0.367  0.190
H -1.680 -0.814 2.126  0.164
H 3.008 2.672 -0.055  0.222
H 2.037 -1.579 -2.500  0.236
H -3.019 2.289 -1.065  0.207
H 3.315 -0.170 1.363  0.216
H 3.535 1.388 -0.929  0.219
H -3.347 -1.171 1.481  0.181
H 2.763 1.571 2.034  0.240
H -3.935 -0.429 -1.164  0.466
H 2.742 -2.097 0.130  0.222
H 1.587 -1.858 1.317  0.214
H 2.020 2.330 -1.260  0.223
H -4.468 0.651 1.086  0.170
H 1.847 -0.030 2.305  0.215
H -0.988 -1.842 0.229  0.496
H 1.969 0.252 -2.476  0.231
H 3.265 -0.731 -1.865  0.215
H 0.922 -2.604 -0.159  0.225

Summary:
- E_tot: -19541.9566 eV
- HOMO: -0.3028 hartree

Per-record gap between HOMO and LUMO, eV: 1.43, 8.77